56
Properties=species:S:1:pos:R:3:forces:R:3 method="wB97M-V/def2-TZVPD" total_charge=+2 lumo_ev=-5.271 homo_ev=-16.42
C 2.405805 2.750769 1.538186 -0.3 0.2 -0.8
C 1.767132 1.398364 1.278177 1.3 0.8 1.7
C 0.255756 1.517312 1.097115 -0.7 0.1 0.6
C -0.484643 0.725352 2.192685 1.2 -2.2 -0.2
C -0.757825 -0.743769 1.746651 -0.4 0.4 0.3
C -1.874252 -0.806633 0.696812 -0.2 -0.2 0.7
N -3.165465 0.014773 1.026151 0.8 -0.5 -1.2
N 2.446863 0.718212 0.129480 -1.4 1.3 -0.2
H 2.304340 3.307463 0.590313 0.9 0.2 0.4
H 3.411333 2.620928 1.991429 -0.5 0.5 -0.7
H 1.764180 3.299297 2.219265 0.1 0.0 0.4
H 2.091284 0.898179 2.215722 -0.9 -0.7 -0.9
H -0.115885 2.573075 1.098853 0.7 -0.7 -0.1
H -0.004154 1.095202 0.128749 -0.1 0.1 -0.2
H -1.418746 1.127076 2.555238 0.2 0.4 0.0
H 0.162249 0.497244 3.049062 -0.1 1.0 0.1
H 0.099354 -1.329450 1.344368 -0.2 0.8 -0.2
H -0.929240 -1.326787 2.660236 -0.7 0.0 -0.3
H -1.497917 -0.284275 -0.213474 -0.5 -1.2 0.6
H -2.181854 -1.877085 0.689279 0.2 0.8 -1.1
H -3.709530 0.130401 0.154739 0.4 -0.3 0.1
H -2.952301 1.000889 1.273335 -0.3 -0.5 0.7
H -3.777214 -0.452814 1.684236 0.1 0.1 0.5
H 3.430472 0.492510 0.328195 -0.4 0.2 -0.3
H 1.969492 -0.169953 0.007243 0.5 -0.2 -0.2
H 2.234474 1.266664 -0.749778 0.6 -0.8 0.6
H 3.363399 -2.073243 1.028977 0.1 -0.1 0.2
H 3.488130 -1.316533 2.390248 0.0 -0.2 -0.1
O 3.224753 -1.207834 1.470648 0.1 -0.3 0.3
H 0.265070 0.676766 -2.284119 -0.1 0.6 0.5
H 1.431686 0.875011 -3.050414 0.8 0.8 0.1
O 1.056116 1.258706 -2.239758 -0.8 -0.9 -0.8
H -1.626411 -0.542400 -3.475957 0.4 0.1 -0.2
H -1.750208 -0.061882 -2.044058 0.6 -0.2 -0.6
O -1.082404 -0.449916 -2.680983 -1.1 0.1 0.3
H 2.665051 -4.014400 -0.084550 0.5 -1.2 -0.4
H 4.348880 -4.101164 0.300452 -0.7 -1.0 -0.6
O 3.481463 -3.691307 0.283219 0.2 2.3 1.0
H 3.284236 -1.638577 -2.205428 0.4 0.4 0.3
H 1.926004 -1.104168 -2.274122 -0.1 0.2 0.2
O 2.804360 -0.826230 -1.967194 -0.2 -1.2 -0.6
H -2.634873 1.955317 -1.373232 -0.4 -0.5 0.1
H -3.406672 1.077528 -2.332199 -0.1 -0.1 0.4
O -2.936653 1.006258 -1.481625 0.0 0.7 -0.6
H -3.788662 3.154000 2.002497 0.6 0.0 -1.2
H -3.489757 2.446846 3.124827 1.0 -0.9 0.3
O -3.137557 2.453999 2.212604 -1.8 1.5 1.0
H -3.118200 4.253889 -0.764589 0.0 0.0 -0.1
H -2.810370 4.099559 -2.258516 0.0 0.0 0.0
O -3.037412 3.597675 -1.465768 0.1 0.3 0.0
H 0.096318 -3.421469 -3.069862 0.4 -0.3 0.2
H -0.412974 -2.089404 -2.617731 0.3 0.0 0.6
O 0.213298 -2.791865 -2.345090 -0.5 0.0 -0.5
H -0.570310 -3.639571 -0.449570 0.1 -0.5 -0.4
H -0.740710 -4.809850 0.628990 0.0 0.3 -0.5
O -0.657326 -3.857707 0.482323 -0.1 0.3 0.7

=====

58
Properties=species:S:1:pos:R:3:forces:R:3 method="wB97M-V/def2-TZVPD" e_above_lowest_kj_mol=0.0 multiplicity=2 lumo_ev="-0.097 / -4.947" homo_ev="-10.14 / -10.13"
C -1.827437 -1.440793 0.360320 0.1 0.3 0.1
C -0.735231 -1.571033 1.427740 -0.1 -0.3 -0.2
C -0.093076 -2.950474 1.439065 0.1 -0.3 -0.1
O 0.867201 -3.067492 0.409804 0.1 0.3 -0.6
C -1.399168 -1.941265 -1.013288 -0.7 1.1 -0.2
N -0.304530 -1.141290 -1.590405 1.1 -3.8 1.5
C 0.363099 -1.774149 -2.735611 -0.6 2.0 -1.4
C 1.472606 -0.879105 -3.259609 1.1 -0.4 0.5
H -2.721939 -1.986552 0.670202 0.1 -0.1 -0.1
H -2.128138 -0.392745 0.280152 -0.1 0.1 -0.1
H -1.160687 -1.349107 2.406209 0.1 0.1 0.0
H 0.070789 -0.856636 1.246041 -0.2 0.2 0.3
H -0.844200 -3.739358 1.240989 0.2 0.2 0.4
H 0.408476 -3.142244 2.393659 -0.3 0.0 0.1
H -1.073234 -2.988189 -0.975046 0.2 0.2 -0.2
H -2.220841 -1.916619 -1.729138 -0.2 0.0 -0.1
H 0.383502 -0.934476 -0.830985 0.3 1.0 -0.4
H 0.735989 -2.773186 -2.469624 -0.3 0.1 0.3
H -0.411955 -1.840837 -3.517613 0.1 -0.6 0.3
H 1.133162 0.087184 -3.629510 -0.1 -0.1 0.0
H 2.052760 -1.386853 -4.030262 -0.4 0.0 -0.2
H 2.212670 -0.738909 -2.462909 -0.2 0.3 -0.1
H 2.920737 1.773053 -0.066970 -0.1 -0.2 -0.2
H 2.329987 0.356949 -0.553454 0.8 0.9 -0.1
O 2.680760 1.282406 -0.902477 -0.6 -0.4 0.4
H -3.194359 3.538999 1.061980 -0.1 0.0 -0.3
H -2.862258 2.385597 -0.001130 -0.5 0.4 0.4
O -2.694133 2.730822 0.922206 0.2 -0.3 -0.1
H -0.905329 1.220410 3.263329 0.8 0.3 -0.1
H 0.124001 2.066824 2.434579 -0.1 -0.2 0.2
O 0.060543 1.388818 3.139497 -0.5 -0.2 0.1
H -0.937759 3.066923 1.034954 0.6 0.3 0.1
H 0.333716 3.041924 0.161448 -0.1 0.2 0.4
O 0.038567 3.207697 1.090544 -0.5 -0.2 -0.6
H 1.098167 3.425129 -2.000336 -0.3 -0.5 0.3
H 1.568559 2.020424 -1.252461 -0.3 0.6 -0.3
O 0.716018 2.678819 -1.500634 0.8 -0.1 -0.3
H -2.498860 1.705137 -1.977927 -1.1 0.3 0.3
H -3.862023 1.074351 -1.542464 -0.2 0.0 0.0
O -3.384449 1.907212 -1.506544 1.1 -0.3 -0.3
H -0.927720 0.397326 -2.402705 -0.2 -0.2 -0.2
H -0.391093 1.800932 -2.300692 -0.1 0.5 -0.2
O -1.144105 1.280846 -2.719038 0.5 0.0 0.2
H 2.888824 1.674217 2.006353 0.0 0.3 -0.1
H 1.995609 2.878394 1.673154 0.2 0.1 -0.1
O 2.887203 2.532439 1.507937 -0.1 -0.3 0.2
H 2.290183 -0.396382 1.710227 0.3 0.3 0.5
H 1.544403 0.334006 2.872522 0.7 -0.1 0.0
O 2.451039 0.052606 2.582038 -0.9 -0.1 -0.2
H 1.411611 -2.181575 0.283474 -0.1 -0.5 0.5
H 3.030857 -1.345036 -0.087151 -0.3 0.2 0.0
O 2.153516 -0.966929 0.089003 -0.1 -0.5 -0.5
H -2.725726 0.131320 2.637917 -0.1 0.4 0.1
H -2.844095 1.643277 2.286179 0.1 -0.3 0.2
O -2.729656 1.014553 3.034892 -0.1 -0.3 -0.2
H 0.926171 -5.498231 -1.201696 0.0 0.0 0.0
H 0.527253 -4.038592 -0.942023 0.4 -0.4 0.6
O 0.359378 -4.797572 -1.536412 -0.2 0.1 -0.5

=====

67
Properties=species:S:1:pos:R:3:forces:R:3 method="wB97M-V/def2-TZVPD" multiplicity=4 lumo_ev="-0.634 / -0.115" homo_ev="-10.31 / -10.33"
Cr 0.777114 -0.026443 -0.742635 -0.8 -0.8 -2.2
C -1.506272 1.124075 -3.894815 1.7 -0.4 -1.4
C -0.583833 0.746473 -2.763557 0.5 0.2 2.3
O -1.046082 0.122075 -1.717642 0.2 0.4 -0.4
O 0.651363 1.063947 -2.685282 -1.0 0.1 0.0
H -2.504169 1.395191 -3.594913 -0.2 -0.2 0.3
H -1.487375 0.236512 -4.582411 -0.4 0.6 0.6
H -1.055184 1.938426 -4.514652 -0.3 -0.5 0.7
C -1.897167 -0.961875 1.494854 -0.6 -1.7 1.2
C -0.772701 -1.818456 0.975863 -0.2 1.6 0.2
O 0.369286 -1.194128 0.813040 0.5 0.0 -0.9
O -0.986535 -2.990931 0.743152 0.6 -0.6 0.0
H -1.701956 -0.314002 2.345443 0.5 -0.2 0.1
H -2.345622 -0.346703 0.775726 -0.3 0.9 -1.4
H -2.661359 -1.717273 1.731265 0.0 0.6 0.3
C 1.771976 -3.701654 -2.536803 -1.2 -1.4 0.9
C 2.012675 -2.333100 -2.075335 0.1 1.8 -0.2
O 3.177073 -1.990676 -1.771225 -1.2 0.1 0.1
O 0.932890 -1.534078 -2.088550 2.1 -0.8 1.5
H 1.664240 -4.362094 -1.649762 0.2 0.4 -0.2
H 2.559526 -4.121751 -3.110844 0.8 -0.1 -0.5
H 0.820565 -3.808524 -3.029148 -0.3 0.1 -0.4
O -3.975338 -2.219434 -1.756551 1.1 1.0 -0.3
H -3.136448 -2.742261 -1.852460 -0.5 0.2 0.1
H -4.676812 -2.803285 -1.543380 -0.8 -1.0 0.2
O 1.872248 0.676543 2.643201 0.8 1.3 0.1
H 0.952495 0.689830 2.406525 -0.8 -0.5 -0.4
H 2.204914 -0.213500 2.713786 0.0 -1.2 0.3
O 2.766713 0.108440 -0.322780 -0.9 0.8 0.2
H 2.944777 0.259722 0.609460 0.3 0.1 0.3
H 3.410420 -0.440864 -0.797455 -0.1 -0.7 -0.2
O 2.866006 -1.956200 2.500529 -0.9 -0.9 -0.2
H 2.457593 -2.004785 1.604210 0.1 -0.2 0.8
H 2.394414 -2.669835 3.015948 0.6 1.1 -0.8
O -0.864556 2.694321 3.224604 0.2 0.0 0.1
H -0.277595 2.685729 4.016649 -0.5 0.7 -1.3
H -0.734084 3.485973 2.649823 0.2 -0.9 1.1
O 0.573796 1.604359 0.358967 -3.5 0.1 -0.1
H 1.179622 2.355873 0.349727 1.0 0.9 0.0
H -0.391329 2.051732 0.392457 1.6 -1.0 0.0
O 5.660781 -2.554787 0.173086 -2.0 1.2 0.4
H 5.111014 -2.115125 0.872330 1.2 -0.7 -0.1
H 4.970344 -2.463777 -0.517449 0.7 -0.5 -0.3
O -0.160675 4.048786 -1.840763 0.4 -0.4 -0.5
H 0.243955 3.304371 -2.370951 -0.2 1.4 0.6
H 0.236509 4.922740 -2.028461 -0.1 -1.1 -0.2
O 2.254850 3.500022 0.617798 0.8 0.8 0.3
H 2.418951 4.278679 0.051477 0.0 -0.6 0.8
H 2.571994 3.632386 1.571166 -0.7 0.1 -1.3
O 2.111682 3.278786 3.228421 1.0 0.4 1.0
H 2.792120 3.337384 3.937871 -0.7 0.0 -0.7
H 2.023562 2.321435 3.056343 0.1 -0.3 0.1
O -1.529078 -3.455833 -1.838250 0.6 0.5 2.0
H -0.985448 -2.629624 -1.810398 -0.3 -0.7 -0.5
H -1.460364 -3.670224 -0.843365 -0.2 0.2 -1.9
O -1.785935 3.008873 0.239416 -0.7 0.1 -0.2
H -1.388637 3.569417 -0.444604 -0.3 0.0 -0.1
H -2.818742 3.132088 0.264226 2.2 -0.1 0.5
O -0.125012 -3.668285 3.326587 0.3 -0.3 -0.8
H -0.943754 -3.837620 3.782397 -0.4 0.0 0.5
H -0.319855 -3.996076 2.424540 0.2 0.4 0.4
O -4.281016 3.122137 0.816781 -0.6 -0.8 -0.7
H -4.464720 2.473696 0.103526 -0.3 0.2 0.0
H -4.388911 2.538658 1.578085 0.2 0.3 0.3
O -4.066011 0.588188 -0.742367 0.6 2.1 0.7
H -4.321120 -0.253720 -1.054068 -0.4 -1.9 -0.7
H -3.111776 0.620058 -0.888399 0.1 -0.1 -0.2

=====

58
Properties=species:S:1:pos:R:3:forces:R:3 method="wB97M-V/def2-TZVPD" total_charge=+1 e_above_lowest_kj_mol=259.6 lumo_ev=-2.428 homo_ev=-12.01
N 0.986920 -0.380054 1.515850 -1.3 -0.7 -0.1
C 0.522129 1.095705 1.505136 -1.5 -2.3 0.2
C 1.397545 1.762750 2.512304 1.2 0.9 -0.3
C 0.524106 1.625233 0.065284 0.9 -0.1 -1.0
N -0.710148 2.127194 -0.568078 -1.3 0.1 1.4
C -1.916822 1.254129 -0.401785 0.9 0.9 2.0
C -3.122582 1.734547 -1.180167 1.1 -1.2 -1.8
C -1.085688 3.465926 -0.042661 0.6 0.1 -0.3
H 1.990049 -0.526627 1.371490 0.2 0.5 0.1
H 0.477411 -0.960519 0.766276 0.4 0.6 0.2
H 0.667628 -0.865530 2.377318 0.5 0.4 -0.5
H -0.542140 0.857815 1.769352 0.7 1.2 0.2
H 1.518040 1.253184 3.475220 -0.1 -0.1 -0.4
H 2.359209 1.833740 1.965801 -0.1 -0.2 0.7
H 1.177553 2.796900 2.733658 -0.6 0.3 -0.1
H 0.956060 0.802326 -0.548550 -0.6 0.3 0.3
H 1.261073 2.425502 -0.145806 -0.2 -0.4 0.8
H -2.232352 1.278132 0.675779 0.4 -0.1 -0.4
H -1.543187 0.254948 -0.538496 -0.4 -0.6 -0.7
H -3.558105 0.817982 -1.613199 -0.6 0.6 0.4
H -3.818267 2.377188 -0.659068 -0.1 -0.1 0.1
H -2.711264 2.243800 -2.059773 -0.4 0.3 0.1
H -1.665025 3.466877 0.894294 0.0 -0.5 -0.1
H -1.693799 4.003837 -0.786005 0.4 -0.1 0.2
H -0.160165 3.994092 0.206832 -0.2 0.3 -0.4
H -3.996565 -3.954713 1.756781 0.0 0.0 -0.1
H -3.601971 -2.842749 2.686746 0.4 0.1 0.0
O -3.266973 -3.346471 1.933868 -1.1 -0.1 0.3
H -0.293362 -1.207702 -2.536420 0.0 -0.2 -0.3
H 0.608007 -0.111893 -3.028615 0.3 0.2 -0.4
O 0.486561 -1.094709 -3.105831 -0.7 0.4 0.4
H 0.765485 -3.379384 3.460138 -0.1 -0.3 -0.3
H 0.159372 -3.622608 2.000297 0.1 -0.1 0.5
O 0.451058 -2.960795 2.651217 0.1 0.5 0.1
H -0.762287 -2.552457 0.182375 0.4 0.4 -0.8
H 0.303029 -2.300339 -0.938005 0.0 -0.2 0.5
O -0.341805 -1.829745 -0.363362 -0.3 -0.2 0.3
H 1.770965 -3.754052 -2.311202 -0.2 0.1 -0.3
H 1.332931 -2.184832 -2.419975 0.4 -0.7 -0.3
O 1.683306 -2.925398 -1.838849 0.2 0.3 0.5
H 4.060102 -1.735746 -2.361212 0.5 0.2 0.8
H 3.253738 -0.588003 -2.665163 0.0 0.5 0.4
O 3.957165 -0.820751 -2.030944 -0.6 -0.8 -1.4
H 0.154127 1.702755 -2.144312 -1.0 0.3 -1.0
H 1.544400 1.679176 -2.270533 0.5 -0.3 -1.4
O 0.785950 1.523753 -2.890169 0.2 0.3 1.8
H -4.586274 1.854957 1.538954 -0.1 -0.1 0.2
H -5.036739 0.904115 2.672341 0.0 0.2 -0.2
O -5.311131 1.288475 1.830395 0.1 -0.1 0.0
H 3.396193 -0.474551 -0.380436 0.3 0.5 0.2
H 4.222585 0.511822 0.502252 -0.3 -0.2 -0.1
O 3.329855 0.160959 0.369091 0.3 -0.6 0.3
H 3.274089 2.795483 -1.990801 0.1 0.0 -0.1
H 3.884642 1.395067 -1.861517 0.1 -0.1 0.0
O 3.149809 1.939965 -1.559703 0.2 0.7 -0.3
H -2.033625 -3.981077 1.117257 1.1 0.2 0.1
H -1.292139 -4.718116 -0.012842 0.4 0.0 -0.1
O -1.128681 -4.109510 0.717173 -1.0 -0.5 0.0